Record 1
8 unconnected molecules or ions with the total composition C16H48O16 at a distorted geometry. Source: the Open Molecules 2025 dataset; level of theory: ωB97M-V/def2-TZVPD.

ORCA input file:
```
! RIJCOSX wB97M-V def2-TZVPD def2/J DEFGRID3
* xyz 1 2
C 4.080 -1.324 -3.278
C 2.682 -1.428 -2.503
O 1.946 -0.270 -2.658
O 3.752 -1.052 -4.595
H 4.603 -2.264 -3.101
H 4.592 -0.450 -2.876
H 2.877 -1.615 -1.447
H 2.172 -2.326 -2.852
H 1.209 -0.472 -2.077
H 3.320 -0.200 -4.498
C -3.998 -5.911 -0.704
C -3.138 -4.644 -0.212
O -2.641 -4.460 1.093
O -3.018 -6.892 -0.895
H -4.486 -5.607 -1.630
H -4.633 -6.065 0.168
H -3.656 -3.706 -0.414
H -2.272 -4.614 -0.873
H -2.494 -5.338 1.454
H -2.896 -7.265 -0.019
C -4.731 2.493 0.402
C -4.853 3.171 1.803
O -6.188 2.881 2.425
O -3.407 2.615 -0.096
H -5.149 3.301 -0.198
H -5.131 1.482 0.331
H -4.785 4.259 1.802
H -4.085 2.766 2.462
H -6.882 3.272 1.890
H -3.351 1.783 -0.573
C 3.998 4.865 1.551
C 2.710 4.408 2.135
O 2.815 3.079 2.509
O 3.953 6.105 1.003
H 4.532 4.242 0.833
H 4.690 4.942 2.390
H 1.912 4.537 1.404
H 2.456 5.127 2.914
H 2.937 2.424 1.818
H 3.721 6.806 1.616
C -3.038 -2.869 -3.530
C -3.546 -1.578 -2.735
O -2.620 -0.559 -2.751
O -1.817 -3.381 -2.983
H -3.039 -2.715 -4.609
H -3.746 -3.697 -3.490
H -3.583 -1.816 -1.672
H -4.525 -1.180 -3.003
H -1.765 -0.951 -2.941
H -1.850 -4.331 -2.846
C -0.331 -1.911 -0.715
C -0.394 -0.723 0.221
O 0.874 -0.180 0.379
O -0.222 -1.565 -2.066
H -1.351 -2.271 -0.574
H 0.319 -2.756 -0.487
H -0.869 -0.961 1.173
H -1.133 -0.041 -0.200
H 0.959 0.463 1.087
H -0.697 -2.262 -2.525
C -0.802 1.550 2.751
C -0.619 2.336 4.043
O 0.560 1.983 4.774
O 0.269 2.074 1.854
H -1.803 1.845 2.433
H -0.664 0.474 2.856
H -1.516 2.213 4.650
H -0.567 3.408 3.850
H 1.322 2.546 4.626
H -0.061 2.904 1.503
C 6.111 0.641 0.566
C 4.728 0.222 0.188
O 4.010 0.986 -0.771
O 5.945 1.408 1.766
H 6.759 1.133 -0.160
H 6.742 -0.205 0.840
H 4.115 -0.014 1.059
H 4.777 -0.729 -0.342
H 3.221 0.544 -1.093
H 6.682 1.312 2.374
*
```

Calculated values
Orbital gap (alpha / beta) = 9.358 / 2.497 eV

---

Record 2
19 unconnected molecules or ions with the total composition C16H50BF8NO28 at a distorted geometry. Source: the Open Molecules 2025 dataset; level of theory: ωB97M-V/def2-TZVPD.

ORCA input file:
```
! RIJCOSX wB97M-V def2-TZVPD def2/J DEFGRID3
* xyz 0 1
C 3.814 1.385 -0.907
C 3.016 2.699 -1.040
O 1.581 2.520 -1.234
B 0.861 2.340 -0.046
O 1.198 2.894 1.195
C -0.548 1.462 -0.045
C -1.671 2.512 -0.271
O -1.365 3.638 -0.259
C -3.193 2.133 -0.549
F -3.184 1.445 -1.709
F -3.821 3.296 -0.738
C -3.798 1.327 0.619
F -3.569 2.068 1.732
F -3.187 0.154 0.822
C -5.357 1.068 0.566
F -6.041 1.728 1.516
F -5.541 -0.247 0.834
C -6.044 1.312 -0.803
O -6.077 0.458 -1.607
O -6.625 2.487 -1.077
O -0.565 0.953 1.322
C -0.361 -0.394 1.450
O -0.473 -0.986 2.444
C 0.082 -0.924 0.020
C 1.635 -1.016 0.168
C -0.390 -2.410 -0.162
C -1.265 -2.645 -1.400
O -0.916 -3.103 -2.397
F -2.566 -2.229 -1.268
C -0.522 0.164 -0.887
C -0.134 0.242 -2.365
O -0.846 0.716 -3.170
N 1.154 -0.298 -2.828
C 1.090 -0.374 -4.261
O 0.733 -1.304 -4.824
F 1.487 0.702 -4.971
H 4.836 1.576 -1.291
H 3.927 1.037 0.140
H 3.426 0.535 -1.496
H 3.395 3.197 -1.949
H 3.287 3.367 -0.200
H 0.603 3.641 1.378
H -7.024 2.412 -1.961
H 2.048 -0.126 0.685
H 2.128 -1.137 -0.808
H 1.870 -1.853 0.836
H -0.965 -2.756 0.720
H 0.492 -3.059 -0.282
H -1.592 -0.137 -0.913
H 1.798 0.494 -2.661
O -5.597 -3.548 0.699
H -5.399 -3.068 -0.115
H -6.255 -3.001 1.141
O -5.667 -6.294 -0.297
H -5.216 -5.499 0.008
H -6.203 -6.557 0.461
O -8.487 4.518 0.540
H -8.990 4.127 1.262
H -7.600 4.154 0.646
O 5.057 5.009 -1.491
H 5.296 5.410 -0.645
H 4.732 5.751 -2.015
O 0.500 -6.183 -2.852
H 0.120 -6.424 -3.705
H 0.097 -5.332 -2.642
O 6.518 6.846 -0.173
H 6.843 7.323 -0.946
H 7.212 6.965 0.487
O 2.539 -4.164 -3.191
H 1.837 -4.835 -3.152
H 2.112 -3.404 -3.605
O -3.460 -5.127 2.482
H -4.023 -4.595 1.903
H -4.061 -5.769 2.875
O 4.521 0.051 2.032
H 3.982 -0.285 2.762
H 5.405 -0.293 2.210
O -5.446 -2.402 2.998
H -5.112 -1.903 2.246
H -4.770 -2.285 3.676
O 4.440 7.798 -2.461
H 4.670 8.187 -1.608
H 4.117 8.541 -2.982
O 2.186 -1.665 3.081
H 1.347 -1.551 3.543
H 2.159 -2.574 2.759
O 1.549 5.573 0.948
H 2.484 5.335 0.977
H 1.295 5.404 0.033
O 3.382 -4.963 -0.642
H 4.305 -5.240 -0.627
H 3.115 -5.093 -1.567
O -6.802 -6.503 2.721
H -6.350 -5.704 3.019
H -7.338 -6.766 3.477
O 3.972 2.958 1.715
H 4.061 3.439 2.545
H 3.578 2.115 1.970
O 4.323 -3.868 1.867
H 5.247 -4.133 1.910
H 4.055 -4.022 0.948
O 7.291 0.665 2.928
H 7.652 1.130 2.165
H 7.956 0.787 3.615
*
```

Calculated values
Orbital gap = 10.085 eV

---

Record 3
A molecular structure, C16H50N10O10 at a distorted geometry. Source: the Open Molecules 2025 dataset; level of theory: ωB97M-V/def2-TZVPD.

ORCA input file:
```
! RIJCOSX wB97M-V def2-TZVPD def2/J DEFGRID3
* xyz 0 1
C 2.640 -2.830 -0.971
O 3.423 -2.581 -0.122
N 2.293 -3.961 -1.508
N 2.070 -1.916 -1.690
H 1.712 -4.029 -2.331
H 2.605 -4.795 -1.032
H 1.626 -2.146 -2.567
H 2.493 -1.006 -1.579
C 0.466 0.880 -0.617
O 0.011 0.040 0.072
N -0.212 1.859 -1.075
N 1.745 0.945 -1.016
H -1.182 1.663 -0.869
H 0.037 2.466 -1.843
H 2.426 0.220 -0.845
H 2.065 1.733 -1.561
C -2.462 0.636 1.303
O -2.689 1.430 0.456
N -1.343 0.079 1.495
N -3.391 0.261 2.079
H -1.387 -0.624 2.219
H -0.575 0.490 0.983
H -4.284 0.727 2.005
H -3.199 -0.354 2.857
C 2.291 -0.376 1.852
O 3.109 -0.464 2.761
N 1.894 -1.328 1.112
N 1.873 0.789 1.472
H 2.200 -2.207 1.505
H 0.922 -1.258 0.845
H 1.424 0.813 0.567
H 2.056 1.611 2.029
C 4.515 2.978 2.540
O 4.647 3.290 1.126
C 3.827 2.560 0.285
C 3.430 3.389 -0.934
N 3.012 2.461 -2.013
C 2.316 3.110 -3.086
C 1.375 2.230 -3.861
O 0.781 3.194 -4.743
C 0.118 2.640 -5.913
H 3.590 3.461 2.853
H 5.381 3.386 3.062
H 4.358 1.903 2.631
H 2.851 2.352 0.724
H 4.382 1.660 0.021
H 4.323 3.969 -1.169
H 2.697 4.163 -0.709
H 3.929 2.169 -2.320
H 2.958 3.384 -3.923
H 1.839 3.955 -2.590
H 0.625 1.866 -3.160
H 1.890 1.399 -4.343
H -0.820 2.183 -5.600
H 0.760 1.914 -6.412
H -0.064 3.458 -6.610
C -3.467 -2.501 5.988
O -3.538 -2.940 4.669
C -4.768 -2.754 3.982
C -4.748 -3.548 2.643
N -3.981 -2.755 1.620
C -4.124 -3.280 0.286
C -3.636 -2.262 -0.711
O -2.227 -2.161 -0.631
C -1.588 -1.052 -1.339
H -4.312 -2.727 6.638
H -3.396 -1.420 5.863
H -2.534 -2.893 6.393
H -4.921 -1.725 3.655
H -5.649 -2.966 4.587
H -5.782 -3.854 2.489
H -4.144 -4.414 2.916
H -3.004 -2.631 1.845
H -5.199 -3.373 0.132
H -3.528 -4.174 0.107
H -4.103 -1.312 -0.452
H -4.007 -2.456 -1.717
H -1.224 -1.194 -2.357
H -0.671 -0.966 -0.756
H -2.087 -0.093 -1.198
O 3.384 -0.288 -0.865
H 4.151 -0.414 -1.423
H 3.449 -0.983 -0.209
O -2.211 2.373 -1.465
H -2.754 3.155 -1.566
H -2.756 1.766 -0.964
*
```

Calculated values
Orbital gap = 8.242 eV

---

Molecular weight: 496.54; 867.35; 542.64 (g mol⁻¹)
Electronic energy: -50113.2881; -98641.7019; -52762.7653 (eV)